Below is C43H39BrF4N4PS4SiW as an isolated structure, with properties calculated with ωB97M-V/def2-TZVPD.

```
98
Properties=species:S:1:pos:R:3:forces:R:3:lowdin_charge:R:1
W 0.288207 0.003994 -0.066731 -0.77 -0.14 0.30 0.8584
F -3.313853 6.211299 1.770802 0.01 -0.02 0.00 0.1997
C -2.401060 5.271893 1.733175 -0.05 0.08 0.02 -0.1115
C -1.520588 5.104790 2.787161 -0.02 0.05 0.05 -0.1146
F -1.586030 5.893095 3.836456 0.01 -0.02 -0.02 0.1899
C -0.556262 4.108138 2.725620 0.06 -0.05 0.04 -0.1932
F 0.301153 4.034358 3.739026 -0.02 -0.07 -0.02 0.1313
C -0.459794 3.236888 1.645596 0.08 0.03 0.07 -0.3100
P 0.892541 2.022959 1.535941 -0.02 -0.07 -0.11 0.9928
C 2.298650 3.049462 1.077004 -0.01 0.01 0.00 -0.3497
C 2.552658 3.334117 -0.264494 0.01 0.03 -0.01 -0.1016
C 3.521673 4.264753 -0.597925 0.00 -0.01 0.00 -0.0584
C 4.241071 4.909415 0.402533 -0.01 0.00 0.02 -0.0354
C 3.988638 4.625850 1.737285 0.00 -0.01 -0.01 -0.0360
C 3.012435 3.700657 2.082857 0.01 0.03 -0.01 -0.0727
C 1.161463 1.294568 3.160277 -0.03 0.03 0.00 -0.3943
C 0.115988 1.145175 4.074600 0.01 0.02 0.04 -0.1247
C 0.346155 0.517950 5.287929 0.01 -0.01 0.01 -0.0342
C 1.614646 0.039490 5.596388 -0.01 0.00 -0.01 -0.0300
C 2.658255 0.194293 4.692135 -0.01 0.00 0.00 -0.0385
C 2.434497 0.814867 3.473410 0.03 -0.01 0.03 -0.0970
C -1.331236 3.465745 0.582028 0.00 -0.05 0.00 -0.5415
Br -1.199078 2.481453 -1.024651 0.15 0.02 -0.04 0.9252
C -2.293050 4.449968 0.618097 -0.06 0.00 -0.08 -0.2445
F -3.109837 4.638477 -0.405975 0.01 0.00 0.00 0.1200
H 2.003749 2.829914 -1.050856 0.00 -0.01 0.01 0.0593
H 3.720273 4.488095 -1.638356 0.00 0.00 0.02 0.1214
H 4.997172 5.637594 0.139491 -0.01 -0.01 0.00 0.1252
H 4.545032 5.129949 2.516306 0.00 0.00 -0.01 0.1258
H 2.813372 3.500427 3.127327 -0.01 0.00 0.00 0.1131
H -0.871574 1.528950 3.856788 0.01 0.02 0.01 0.0922
H -0.460180 0.419991 6.002792 0.01 0.00 -0.01 0.1247
H 1.792499 -0.439148 6.550755 0.00 0.01 -0.01 0.1248
H 3.651251 -0.156142 4.942397 -0.01 0.00 0.00 0.1203
H 3.251551 0.938222 2.776740 0.01 -0.01 -0.01 0.0736
S -1.473611 0.142664 1.444361 -0.09 -0.15 -0.05 0.7486
C -2.873880 -0.713827 0.824537 0.14 0.13 -0.01 -0.5910
C -4.000730 -0.876496 1.619123 -0.16 -0.06 -0.01 -0.0698
C -5.086141 -1.569206 1.099001 0.08 0.03 -0.03 -0.0228
C -5.048645 -2.074156 -0.200073 0.03 0.03 0.03 -0.0247
C -3.926331 -1.894510 -0.995848 -0.13 -0.03 -0.01 -0.0759
C -2.836982 -1.211951 -0.472424 0.23 0.09 -0.10 -0.6017
S -1.375125 -0.987664 -1.421343 -0.18 -0.02 0.18 0.7037
H -4.030201 -0.476861 2.624697 0.00 -0.01 -0.01 0.1212
H -5.967563 -1.715099 1.708591 0.01 0.00 -0.01 0.1280
H -5.903662 -2.606276 -0.595099 0.01 0.01 0.01 0.1276
H -3.900722 -2.274299 -2.009383 -0.01 0.00 0.02 0.1173
C 5.850091 1.333039 -1.158236 0.02 0.05 -0.10 -0.1524
Si 5.425876 0.193162 0.241178 -0.12 -0.05 0.13 0.4720
C 5.881453 0.870553 1.911078 0.07 0.04 -0.01 -0.1596
C 5.996472 -1.551749 -0.014995 0.03 -0.04 -0.05 -0.1681
C 3.522157 0.116436 0.235498 -0.04 -0.09 -0.01 -0.0757
C 2.293975 0.078220 0.186554 0.44 0.30 0.03 -0.4434
H 6.914817 1.239695 -1.389262 -0.03 0.02 0.02 0.0545
H 5.651494 2.374402 -0.899165 -0.01 -0.04 0.00 0.0235
H 5.295976 1.089590 -2.067812 0.03 0.00 0.03 0.0416
H 6.966692 0.996207 1.962828 -0.03 0.00 0.00 0.0565
H 5.599893 0.192799 2.719848 -0.01 0.02 -0.01 0.0363
H 5.431328 1.851087 2.085488 0.01 -0.03 0.01 0.0258
H 7.085713 -1.568367 -0.108326 -0.03 -0.01 0.02 0.0519
H 5.582741 -1.980583 -0.929966 0.01 0.00 0.02 0.0396
H 5.725749 -2.193469 0.825551 -0.01 0.01 -0.02 0.0392
S 1.921612 -5.890890 2.508211 0.03 0.00 0.04 1.1255
C 1.460050 -4.416562 1.753435 0.01 0.01 0.02 -0.4791
C 1.294422 -3.285277 2.575484 -0.02 0.02 0.02 -0.0436
C 0.901644 -2.097504 2.032915 0.01 0.01 -0.06 -0.1102
N 0.652990 -1.944947 0.706610 0.20 -0.03 0.04 -0.1836
C 0.823098 -3.024047 -0.089696 0.00 0.07 0.03 -0.1066
C 1.215771 -4.245523 0.382519 0.01 -0.05 -0.03 -0.0133
C 2.020316 -7.006006 1.127578 0.03 -0.03 -0.01 -0.5375
C 3.206484 -7.134385 0.420473 0.02 0.01 0.02 -0.0734
C 3.227348 -8.025081 -0.645042 -0.08 -0.05 -0.03 -0.1116
N 2.174408 -8.754148 -1.009118 0.03 0.05 0.05 0.0910
C 1.055719 -8.638785 -0.300360 0.05 0.02 0.00 -0.1100
C 0.922506 -7.776264 0.783350 -0.04 -0.04 -0.04 -0.0692
H 1.460357 -3.343510 3.643615 0.00 -0.01 -0.02 0.1264
H 0.767335 -1.228003 2.661144 -0.01 0.01 0.02 0.0843
H 0.616791 -2.885792 -1.139902 -0.01 0.00 -0.02 0.0783
H 1.317921 -5.069082 -0.309882 0.00 0.01 0.01 0.1214
H 4.091061 -6.574671 0.694495 -0.01 0.00 -0.01 0.1142
H 4.131885 -8.160258 -1.226120 0.00 -0.01 0.00 0.1194
H 0.223674 -9.263058 -0.603899 0.01 0.00 -0.01 0.1202
H -0.005444 -7.721827 1.336850 0.01 0.00 0.00 0.1154
C 0.260424 -2.139282 -4.184710 -0.02 0.06 -0.03 -0.0214
N -0.108122 -0.743101 -4.359471 0.00 -0.05 -0.10 -0.1362
C -0.978052 -0.326728 -5.480862 0.06 0.00 0.03 -0.0463
C -1.047754 1.204524 -5.325901 0.05 -0.02 0.06 -0.0595
N -0.334744 1.410798 -4.048555 -0.07 0.01 0.04 0.0464
C 0.189385 0.279113 -3.597996 0.06 -0.09 0.01 -0.7144
S 1.320914 0.228064 -2.231828 0.06 0.01 -0.32 0.7083
H -0.636725 -2.738081 -4.028656 0.00 0.00 0.01 0.1024
H 0.925656 -2.237803 -3.331373 0.02 0.02 -0.02 0.0558
H 0.774132 -2.489390 -5.079094 0.00 0.01 -0.01 0.1159
H -1.950594 -0.806975 -5.377917 -0.01 0.00 0.02 0.1394
H -0.530868 -0.639217 -6.422364 -0.01 -0.01 -0.01 0.1424
H -2.067443 1.572429 -5.253804 -0.01 0.00 -0.01 0.1329
H -0.535748 1.728166 -6.129896 0.02 0.01 0.00 0.1372
H -0.022444 2.312831 -3.725188 -0.01 0.00 -0.01 0.1267
```
Positions in Å, forces in eV/Å.

Its HOMO energy (spin up / spin down) is -15.55 / -15.55 eV. For the LUMO energy (spin up / spin down), the calculation gives -10.59 / -10.59 eV. The calculation puts the orbital gap (spin up / spin down) at 4.956 / 4.957 eV. As for the total charge: +3. Its molecular weight is 1138.88 g/mol. As for the total energy: -194406.01256 eV. The calculation puts the energy relative to the best compared isomer or geometry (same formula, charge and spin) at 0.00 kcal/mol. As for the largest force on an atom: 0.84 eV Å⁻¹.